Entry 1:
Below is a 24-piece molecular cluster, C7H61NO27 overall at a distorted geometry, with properties calculated with ωB97M-V with the def2-TZVPD basis set.

Last column: Mulliken charge in e.
Positions of all 96 atoms, in Å:
C (-0.5744, 1.7816, -0.2291)  -1.219
C (-1.9738, 2.0891, -0.8277)  0.625
O (-3.0091, 1.7208, 0.1212)  -0.596
C (-2.1841, 1.4299, -2.2093)  -1.087
N (-1.8565, 0.0035, -2.1816)  -0.138
C (-2.9407, -0.9249, -1.8736)  -0.241
C (-2.9014, -1.2739, -0.3613)  -0.453
O (-3.0113, -2.6871, -0.1336)  -0.449
C (-1.8322, -3.3405, -0.3208)  -0.547
O (-1.5036, -4.0521, 0.9105)  -0.340
C (-0.4158, -3.6708, 1.5839)  0.169
O (-0.4869, -3.3310, 2.7695)  -0.616
H (-0.0296, 1.1328, -0.9085)  0.174
H (0.0134, 2.7022, -0.1242)  0.321
H (-0.6551, 1.3606, 0.7779)  0.343
H (-2.0422, 3.1782, -0.9751)  0.099
H (-3.8356, 2.0362, -0.2589)  0.361
H (-1.5329, 1.9367, -2.9329)  0.582
H (-3.2214, 1.6464, -2.5407)  0.341
H (-1.5142, -0.2417, -3.1044)  0.241
H (-3.9406, -0.5646, -2.1571)  0.126
H (-2.7540, -1.8535, -2.4150)  0.329
H (-3.7266, -0.8026, 0.1779)  0.381
H (-1.9480, -0.9030, 0.0329)  0.361
H (-1.9301, -4.0947, -1.1097)  0.310
H (-1.0034, -2.6689, -0.5804)  0.452
H (0.5726, -3.7582, 1.0977)  0.545
O (0.1203, -0.9490, 4.6868)  -0.612
H (0.2027, -1.7112, 4.1052)  0.332
H (-0.8275, -0.9326, 4.8804)  0.330
O (-2.1970, -2.7925, -4.3673)  -0.606
H (-2.9036, -2.6417, -5.0043)  0.295
H (-1.8758, -3.6723, -4.5758)  0.253
O (2.2625, -5.3194, 2.7178)  -0.644
H (2.8058, -5.4699, 3.5023)  0.300
H (1.4243, -4.9951, 3.0728)  0.312
O (0.8478, 3.1057, -2.5274)  -0.475
H (1.8010, 3.1069, -2.6631)  0.217
H (0.6116, 4.0395, -2.4859)  0.278
O (1.5250, -0.0047, 0.8139)  -0.539
H (2.3992, 0.3659, 0.9653)  0.289
H (1.2226, -0.2610, 1.6894)  0.193
O (3.9460, 3.2398, -2.6685)  -0.688
H (4.2409, 2.6607, -1.9570)  0.319
H (4.7421, 3.7060, -2.9499)  0.309
O (3.7279, 5.9638, -1.6358)  -0.635
H (3.8019, 5.9729, -0.6730)  0.317
H (3.6135, 5.0290, -1.8619)  0.386
O (-3.8974, -0.6207, -5.1680)  -0.571
H (-3.1199, -0.1378, -5.4669)  0.310
H (-4.6372, -0.1826, -5.5967)  0.249
O (1.0457, 1.6354, 3.7451)  -0.583
H (0.9964, 1.7559, 4.6994)  0.287
H (0.8763, 0.6899, 3.6238)  0.339
O (-1.4605, 5.5916, -0.7409)  -0.540
H (-2.4143, 5.6689, -0.5960)  0.280
H (-1.0777, 5.8366, 0.1051)  0.259
O (-0.4395, 2.7508, 6.0305)  -0.620
H (-1.3161, 3.1405, 5.9727)  0.301
H (-0.5601, 1.9808, 6.5959)  0.317
O (-2.5526, -1.1823, 3.8748)  -0.672
H (-2.9937, -0.8196, 3.0990)  0.319
H (-2.3466, -2.0934, 3.6244)  0.328
O (-3.8488, 6.8521, 0.3392)  -0.642
H (-4.8020, 6.9152, 0.4743)  0.314
H (-3.4810, 7.1081, 1.1892)  0.277
O (-6.1093, 8.3877, 1.6415)  -0.598
H (-7.0644, 8.4163, 1.7541)  0.304
H (-5.7597, 8.6544, 2.4972)  0.306
O (5.1655, -5.8082, 4.1548)  -0.674
H (5.3876, -5.7560, 3.2156)  0.321
H (5.7798, -5.1953, 4.5738)  0.344
O (-2.3684, -0.9766, -7.5174)  -0.585
H (-3.0444, -0.8542, -8.1903)  0.309
H (-2.0261, -1.8635, -7.6717)  0.294
O (0.9249, 6.4498, -3.4860)  -0.650
H (1.6860, 6.2423, -2.9326)  0.323
H (0.2194, 6.6408, -2.8585)  0.307
O (7.8951, -7.7166, 4.0374)  -0.686
H (7.0165, -7.3645, 3.8434)  0.299
H (7.7357, -8.4565, 4.6292)  0.313
O (4.1165, -2.6221, 1.7065)  -0.636
H (3.4064, -2.4501, 1.0821)  0.314
H (3.9166, -3.4964, 2.0598)  0.326
O (-2.4257, -4.4825, -6.6591)  -0.562
H (-3.1343, -4.3379, -7.2943)  0.297
H (-2.1010, -5.3657, -6.8638)  0.269
O (3.6783, 6.9883, 1.3855)  -0.629
H (2.7539, 7.0289, 1.6480)  0.310
H (4.1674, 7.1187, 2.2030)  0.310
O (-0.1710, -7.3429, 2.2231)  -0.635
H (0.7076, -6.9631, 2.0994)  0.337
H (-0.7601, -6.7625, 1.7298)  0.320
O (8.0699, -6.0911, 1.7448)  -0.632
H (8.2061, -6.5459, 2.5876)  0.398
H (8.9062, -5.6563, 1.5606)  0.325

gap between HOMO and LUMO = 0.303 Eh
energy = -2389.4680 hartree



Entry 2:
Below is a 31-piece molecular cluster, C7H67FNO37P2S overall at a distorted geometry, with properties calculated with ωB97M-V with the def2-TZVPD basis set.

Last column: Mulliken charge in e.
Positions of all 116 atoms, in Å:
O (-6.2032, 2.1446, 0.1643)  -0.119
N (-5.6060, 1.3879, 0.9495)  0.062
O (-5.5779, 0.2129, 0.2867)  -0.155
P (-4.0045, 0.2190, -0.5122)  0.774
O (-2.9680, 1.3997, 0.2381)  0.090
C (-2.1782, 0.8344, 1.3422)  -0.024
O (-2.6042, 0.7145, 2.6197)  -0.511
C (-0.6196, 0.3687, 0.9547)  0.815
C (0.1217, 1.3492, -0.1792)  -0.249
C (1.6407, 0.9872, -0.6937)  -0.482
C (2.3589, -0.3369, -0.0443)  -0.188
C (1.6637, -1.3081, 1.1147)  -0.413
C (0.1456, -0.9319, 1.6158)  0.009
P (-4.2014, 0.8586, -2.6330)  0.219
O (-5.4838, 0.1092, -3.2050)  -0.514
S (-3.2191, -1.7744, -0.5786)  1.039
O (-2.6404, -2.3001, 0.7561)  -0.326
O (-2.2287, -1.9193, -1.7953)  -0.424
F (-4.5489, -2.8414, -0.9705)  -0.248
H (-0.4298, 2.3012, -0.6191)  0.170
H (2.1242, 1.6778, -1.5198)  0.419
H (3.4405, -0.6270, -0.4311)  0.273
H (2.1846, -2.2469, 1.5825)  0.319
H (-0.4464, -1.5567, 2.4422)  -0.009
H (-4.2950, 2.3041, -2.7390)  0.230
H (-3.0648, 0.3251, -3.3823)  0.252
O (5.2211, -0.6882, -1.9342)  -0.583
H (6.1288, -0.6862, -1.5953)  0.321
H (5.3183, -0.4387, -2.8654)  0.271
O (7.9042, -1.5387, -0.6134)  -0.621
H (7.6875, -2.4673, -0.4410)  0.315
H (8.8313, -1.5628, -0.8939)  0.342
O (-1.0969, 4.5586, -1.1771)  -0.632
H (-1.1731, 5.4821, -0.8937)  0.271
H (-1.7166, 4.4895, -1.9188)  0.329
O (-3.6976, 4.7513, -1.0264)  -0.581
H (-3.3385, 4.6269, -0.1351)  0.301
H (-4.4682, 5.3228, -0.8907)  0.269
O (-3.7766, 3.6557, 3.9736)  -0.631
H (-3.2253, 3.1033, 3.3993)  0.312
H (-4.6524, 3.2443, 3.9234)  0.310
O (3.6959, 2.6027, -2.7440)  -0.591
H (4.6037, 2.6048, -2.4051)  0.274
H (3.7932, 2.8522, -3.6752)  0.285
O (4.7983, -0.2936, -5.2795)  -0.608
H (4.7143, 0.0009, -6.1988)  0.294
H (4.3746, -1.1650, -5.2732)  0.282
O (-7.6622, 1.9962, -2.4862)  -0.583
H (-7.3031, 1.8718, -1.5948)  0.354
H (-8.4327, 2.5677, -2.3504)  0.266
O (2.7106, 0.3834, 3.3746)  -0.527
H (3.0697, 0.2590, 4.2660)  0.256
H (1.9400, 0.9549, 3.5103)  0.299
O (10.3210, -2.1452, 0.9825)  -0.607
H (10.4301, -1.2730, 1.3902)  0.312
H (11.2276, -2.4310, 0.7949)  0.315
O (5.4789, -3.2030, -5.5276)  -0.550
H (5.2622, -4.1316, -5.3552)  0.341
H (6.4060, -3.2271, -5.8081)  0.260
O (1.3030, 5.9745, -2.4585)  -0.623
H (0.5801, 5.5964, -1.9358)  0.411
H (0.9144, 6.1034, -3.3367)  0.285
O (-8.4491, 5.6952, -1.9335)  -0.643
H (-7.8977, 5.1428, -2.5078)  0.319
H (-9.3249, 5.2838, -1.9837)  0.322
O (-3.5459, -2.5543, 3.9471)  -0.603
H (-3.6299, -2.2598, 3.0278)  0.263
H (-3.9696, -3.4256, 3.9535)  0.315
O (1.2411, -2.5065, 4.3960)  -0.590
H (1.3475, -2.4841, 5.3588)  0.346
H (0.3033, -2.7145, 4.2689)  0.261
O (2.8640, -3.8651, 6.2161)  -0.667
H (3.7718, -3.8631, 6.5550)  0.290
H (2.9612, -3.6157, 5.2849)  0.346
O (-2.8800, -5.4237, -1.6167)  -0.642
H (-2.9562, -4.5002, -1.3334)  0.235
H (-3.4997, -5.4928, -2.3584)  0.346
O (-7.2132, 5.2626, 0.9714)  -0.606
H (-7.9362, 4.8845, 1.4942)  0.289
H (-7.6019, 5.3915, 0.0933)  0.342
O (6.2894, -3.9320, -0.1798)  -0.639
H (5.9210, -3.2628, 0.4163)  0.298
H (5.5319, -4.2103, -0.7160)  0.295
O (9.2159, -4.1356, -2.0931)  -0.612
H (8.4393, -4.2894, -1.5343)  0.267
H (8.9596, -4.4970, -2.9548)  0.350
O (-5.4511, -4.8098, 2.6617)  -0.608
H (-5.5351, -4.5153, 1.7423)  0.287
H (-5.8748, -5.6811, 2.6680)  0.329
O (-5.4025, -5.8264, -3.2899)  -0.618
H (-5.7709, -5.1572, -2.6938)  0.295
H (-6.1600, -6.1047, -3.8261)  0.304
O (-0.9053, 6.8670, 0.4931)  -0.674
H (-0.5463, 6.7426, 1.3844)  0.346
H (-1.6759, 7.4385, 0.6288)  0.310
O (3.2003, -4.5475, -5.6529)  -0.652
H (3.1242, -3.6240, -5.3695)  0.324
H (2.5807, -4.6166, -6.3945)  0.313
O (0.9970, -6.1222, 6.3500)  -0.639
H (1.7491, -6.6996, 6.5499)  0.303
H (1.4081, -5.2987, 6.0474)  0.373
O (1.8308, 2.6318, 5.1510)  -0.612
H (2.1899, 2.5074, 6.0424)  0.304
H (1.0602, 3.2033, 5.2868)  0.311
O (1.4991, 6.8493, 2.0856)  -0.641
H (2.4069, 6.8514, 2.4245)  0.294
H (1.5964, 7.0988, 1.1544)  0.311
O (7.6544, -5.6391, -3.9311)  -0.619
H (6.9829, -5.9609, -3.3111)  0.296
H (7.4217, -6.0646, -4.7699)  0.291
O (-0.6207, 9.8252, -0.0724)  -0.642
H (-0.5976, 8.8790, 0.1354)  0.361
H (-1.3941, 9.9194, -0.6485)  0.317
O (-8.0855, -4.1544, 4.1993)  -0.636
H (-7.9764, -3.2822, 4.6071)  0.308
H (-7.1789, -4.4402, 4.0117)  0.338

gap between HOMO and LUMO = 0.151 Eh
net charge = +1
energy = -4325.3797 hartree



Entry 3:
Below is a 2-piece molecular cluster, C7H6Br3IO overall at a distorted geometry, with properties calculated with ωB97M-V with the def2-TZVPD basis set.

Last column: natural (NBO) charge in e.
Positions of all 18 atoms, in Å:
C (-1.5386, -0.2439, -1.0239)  -0.271
C (-0.7917, 0.7407, -0.4954)  -0.055
C (-1.1480, -1.5648, -0.3252)  0.363
C (0.3323, 0.2838, 0.4717)  -0.139
C (-0.1740, -1.1653, 0.5866)  0.008
C (0.1876, 1.0804, 1.8734)  -0.594
C (1.6613, 0.2800, -0.2215)  -0.597
O (-1.6533, -2.6378, -0.4822)  -0.486
Br (-2.8713, -0.0893, -2.2341)  0.182
Br (-0.8813, 2.4837, -1.1477)  0.118
Br (0.7077, -2.3142, 1.7763)  0.150
I (0.1103, -1.3936, -4.0998)  -0.015
H (0.0334, 0.3931, 2.6247)  0.220
H (-0.7993, 1.6014, 1.6838)  0.225
H (1.0828, 1.7034, 2.0025)  0.225
H (1.4176, -0.1455, -1.1190)  0.221
H (2.4303, -0.2879, 0.4101)  0.226
H (1.8943, 1.2759, -0.2804)  0.218

gap between HOMO and LUMO (alpha / beta) = 0.338 / 0.232 Eh
expectation value of S² = 2.01
spin multiplicity = 3
energy = -8365.2058 hartree



Entry 4:
Below is C7H6Br3NO2 as an isolated structure at a distorted geometry, with properties calculated with ωB97M-V with the def2-TZVPD basis set.

Last column: natural (NBO) charge in e.
Positions of all 19 atoms, in Å:
C (-2.1916, -0.3281, -3.2754)  -0.486
Br (-2.6905, -1.2145, -1.6151)  0.093
Br (-3.7029, 0.3182, -4.1781)  0.138
Br (-1.0202, -1.4898, -4.4124)  0.041
H (-1.5187, 0.4844, -3.0488)  0.218
C (0.8887, -0.0846, -0.6768)  -0.174
C (0.8850, -1.2052, 0.1572)  -0.212
C (0.7690, -1.0151, 1.5239)  -0.183
C (0.7539, 0.2627, 2.0487)  0.014
C (0.7746, 1.3594, 1.1919)  -0.178
C (0.8658, 1.2100, -0.1789)  -0.223
N (0.6863, 0.4673, 3.5027)  0.533
O (0.4963, -0.5034, 4.2009)  -0.367
O (0.7312, 1.6219, 3.8861)  -0.374
H (0.9603, -0.2694, -1.7450)  0.215
H (1.0464, -2.1654, -0.3085)  0.228
H (0.7311, -1.8708, 2.1860)  0.247
H (0.6733, 2.3628, 1.5859)  0.246
H (0.8618, 2.0596, -0.8443)  0.225

gap between HOMO and LUMO = 0.353 Eh
energy = -8197.5075 hartree
ΔE to the lowest compared entry with this formula, charge and spin = 15.4 kJ/mol